(1)
This record from the Open Molecules 2025 dataset describes a molecular structure, C15H31NO2P2Zn in a non-equilibrium geometry. The level of theory is wB97M-V/def2-TZVPD.

## Properties
lowest unoccupied orbital energy (alpha / beta) = -0.008 / -0.008 hartree
HOMO-LUMO gap (alpha / beta) = 0.1949 / 0.1879 Eh
HOMO level (alpha / beta) = -5.52 / -5.34 eV

Element x y z (Å)
H -0.481 -0.262 2.779
C -2.218 -0.817 -3.494
C 1.955 1.044 1.161
H -0.122 -3.844 1.547
O -3.045 0.503 1.397
Zn -1.340 -0.457 -1.022
H 0.139 -3.242 -0.120
C -0.338 2.809 1.366
C -1.463 -1.750 -2.553
C -0.091 -1.586 -2.261
H -0.022 2.968 0.327
C -2.632 0.624 -3.014
H 2.034 1.771 0.332
C -0.414 1.278 -1.949
H -0.213 0.907 -4.109
H 0.648 -0.163 -0.068
C 0.014 -1.226 2.985
H 0.601 -1.224 3.905
C 1.873 3.191 3.102
P 0.827 1.848 2.444
C -0.056 -2.947 0.913
C 1.533 -0.331 0.581
H -3.645 0.615 -2.571
C 0.350 0.779 -3.164
H 2.426 -3.332 2.949
H -2.315 2.060 -1.311
C -1.811 1.280 -1.907
H -3.171 -1.346 -3.660
H 3.162 -3.104 1.339
H 2.951 0.990 1.633
H 2.314 -0.661 -0.127
C 2.652 -2.593 2.169
H 0.149 1.976 -1.319
H -1.313 2.301 1.329
C 0.826 -0.684 -3.041
H 1.995 4.041 2.424
H -1.679 -0.735 -4.454
H 1.821 -0.715 -2.557
H 1.388 3.537 4.022
P 1.129 -1.779 1.667
H 2.855 2.798 3.383
H -1.051 -2.477 0.945
H 0.944 -1.098 -4.054
H -1.874 -2.765 -2.458
H 3.352 -1.852 2.576
H -0.503 3.788 1.829
H 0.444 -2.420 -1.805
H 1.249 1.407 -3.282
N -2.912 0.410 2.634
H -0.808 -1.942 3.045
H -2.696 1.243 -3.924
O -3.416 1.183 3.445

Atoms 1-2, force components in eV/Å:
H 0.406 -0.342 0.116
C -0.691 -0.003 -0.299

Results of the Mulliken charge analysis, in e, for atoms 1 through 8: atom 1 (H): 0.188, atom 2 (C): -0.881, atom 3 (C): -1.460, atom 4 (H): 0.431, atom 5 (O): -0.367, atom 6 (Zn): -0.475, atom 7 (H): 0.274, atom 8 (C): -1.032



(2)
This record from the Open Molecules 2025 dataset describes 4 unconnected molecules or ions with the total composition C15H31NO4 in a non-equilibrium geometry. The level of theory is wB97M-V/def2-TZVPD.

## Properties
lowest unoccupied orbital energy = 0.027 hartree
HOMO-LUMO gap = 0.3663 Eh
HOMO level = -9.23 eV

Element x y z (Å)
C 15.309 35.501 14.557
H 14.942 34.211 10.160
H 12.002 39.191 3.709
O 17.132 38.433 12.562
H 19.002 39.698 13.818
C 16.266 39.742 10.258
C 14.791 36.893 14.126
H 15.671 40.650 10.143
C 14.401 35.031 10.635
H 14.843 37.037 13.049
N 17.517 39.963 10.936
C 12.992 35.224 10.018
H 13.178 39.002 7.619
H 11.514 41.113 4.817
H 16.269 35.619 15.068
O 14.111 37.308 10.079
C 13.351 36.883 14.634
H 11.400 39.004 7.339
C 17.832 39.312 12.089
O 14.345 34.965 15.478
H 12.226 35.163 10.789
H 14.347 34.856 11.706
H 12.934 37.880 14.764
H 12.801 34.433 9.294
H 19.928 39.014 12.509
H 15.380 37.679 14.592
C 13.483 36.025 15.885
H 16.429 39.304 9.271
C 12.762 39.355 4.474
H 12.182 37.257 9.578
C 15.130 36.336 10.277
C 12.484 40.721 5.134
C 12.585 38.320 5.611
H 15.671 36.238 9.325
H 15.654 39.060 10.838
H 13.265 41.432 4.858
H 12.710 36.344 13.930
H 13.953 36.577 16.710
H 18.147 40.691 10.647
H 11.744 37.658 5.426
H 15.398 34.787 13.741
H 13.238 36.636 8.328
H 13.740 39.283 4.007
C 13.044 36.612 9.408
O 12.487 40.542 6.539
H 19.484 40.706 12.414
H 12.554 35.576 16.230
H 13.500 37.740 5.724
C 19.133 39.727 12.739
C 12.384 39.146 6.889
H 15.831 36.642 11.052

Atoms 1-2, force components in eV/Å:
C -0.165 0.472 0.373
H -0.146 -0.194 0.210

Results of the Mulliken charge analysis, in e, for atoms 1 through 8: atom 1 (C): -0.488, atom 2 (H): 0.384, atom 3 (H): 0.222, atom 4 (O): -0.547, atom 5 (H): 0.300, atom 6 (C): -0.585, atom 7 (C): 0.193, atom 8 (H): 0.331



(3)
This record from the Open Molecules 2025 dataset describes 3 unconnected molecules or ions with the total composition C15H31O7. The level of theory is wB97M-V/def2-TZVPD.

## Properties
lowest unoccupied orbital energy = 0.088 hartree
HOMO-LUMO gap = 0.1223 Eh
HOMO level = -0.93 eV
ΔE to the lowest compared entry with this formula, charge and spin = 10.4 kJ/mol
net charge = -1

Element x y z (Å)
C 2.308 1.066 -4.099
O 3.005 2.194 -3.928
H 2.995 -0.664 4.230
H -1.770 -3.467 -1.141
H 2.033 0.257 -0.108
H -1.047 -0.529 5.871
O 1.752 0.746 -2.935
C 0.976 -1.294 4.264
C 0.516 0.122 4.533
C 0.945 -0.436 -2.962
H -0.734 -1.333 -0.360
C -1.767 -1.570 -0.121
H 1.507 -1.283 -3.349
H 4.400 3.406 -4.718
H 3.253 3.835 -6.871
C -0.937 0.102 4.992
H 3.286 -0.414 1.960
C 3.666 2.697 -5.095
H 0.389 0.630 0.378
C -1.972 -3.068 -0.144
H 1.692 1.309 1.308
H 1.975 2.694 -6.440
H -1.299 -3.542 0.569
H 2.773 -2.063 1.693
H 0.278 -1.889 3.640
C -3.851 -0.779 -0.876
C 2.487 -1.124 2.170
H -1.575 -0.307 4.185
O -4.414 -0.128 -1.907
O -2.553 -0.902 -1.132
O 1.268 -0.697 1.589
H 1.018 -1.807 5.226
H 2.165 4.181 -5.514
H 0.654 -0.636 -1.936
C -5.822 0.058 -1.776
C -1.410 1.513 5.309
C 1.386 0.420 0.759
H -6.338 -0.900 -1.833
H -0.999 2.168 4.548
H -1.009 1.846 6.257
H -2.995 -3.331 0.121
C 2.377 -1.370 3.693
H -6.128 0.684 -2.610
H 0.492 0.656 3.578
O 2.242 0.426 -5.120
O -4.430 -1.142 0.114
H 2.796 -2.363 3.876
H -1.980 -1.149 0.860
C 2.706 3.392 -6.038
H 0.054 -0.270 -3.564
H 4.202 1.888 -5.591
H -2.497 1.616 5.284
H -6.065 0.554 -0.839

Atoms 1-2, force components in eV/Å:
C 0.281 -0.219 0.141
O -0.121 0.036 0.017

Results of the Mulliken charge analysis, in e, for atoms 1 through 8: atom 1 (C): 0.725, atom 2 (O): -0.361, atom 3 (H): 0.462, atom 4 (H): 0.333, atom 5 (H): 0.335, atom 6 (H): 0.160, atom 7 (O): -0.253, atom 8 (C): 0.296



(4)
This record from the Open Molecules 2025 dataset describes 10 unconnected molecules or ions with the total composition C15H32BrFN11O20P. The level of theory is wB97M-V/def2-TZVPD.

## Properties
lowest unoccupied orbital energy = -0.010 hartree
HOMO-LUMO gap = 0.3122 Eh
HOMO level = -8.77 eV

Element x y z (Å)
H -0.670 9.477 5.678
H 0.715 -5.007 -10.010
H 3.324 -1.949 -8.793
O -0.575 -1.840 3.927
H 1.270 -5.633 -11.593
H -0.598 -4.007 4.958
N -6.481 -0.584 3.531
C -1.428 -4.575 -2.535
H 3.998 -2.592 -7.265
N 2.213 3.506 4.579
N 2.721 -5.571 -10.084
N -1.566 -2.197 4.538
H -0.296 5.076 3.434
C -1.987 3.468 2.515
O -1.676 2.916 4.822
H -2.510 -4.480 -2.498
O 2.730 -0.800 -1.427
O -0.185 -3.840 -0.715
H 4.324 7.405 5.567
O 1.662 -2.586 -6.156
O -0.060 -7.788 -2.896
P 0.097 1.499 2.709
C -1.554 -3.543 5.167
H -1.703 -3.402 6.232
N -0.871 -3.510 -1.657
H -1.227 -0.090 3.137
H 2.355 -7.971 -1.121
O 1.151 -6.077 -2.399
C -0.479 3.268 2.224
C 4.138 7.047 4.560
O -7.078 -0.621 2.475
H 1.745 -3.993 -11.060
H 1.881 -1.381 -4.246
C 1.493 -1.539 -3.248
O -1.144 -2.361 -1.952
H -2.373 -4.107 4.733
F -3.679 2.610 3.953
O 3.708 -4.866 -10.006
O -1.754 7.073 4.224
H 4.906 7.397 3.878
H 0.217 7.989 5.229
O 1.170 -2.848 -8.236
O -1.362 0.775 2.705
H 0.914 4.930 2.197
C -0.307 3.495 0.792
H -1.108 -5.533 -2.165
H 1.801 -9.188 -2.314
O 1.956 6.866 3.811
C -5.522 0.539 3.722
H 2.940 -7.896 -2.807
C -2.378 2.969 3.866
O 2.634 -6.702 -9.661
Br 1.077 0.742 0.845
C 1.515 -5.002 -10.744
H 3.301 -0.946 -7.307
H 4.045 5.966 4.535
N -0.071 3.705 -0.309
N 1.914 -2.507 -7.341
C 3.245 -1.952 -7.713
H -1.056 -4.399 -3.539
C 2.110 -8.161 -2.161
C 0.378 4.364 2.958
H 0.416 -1.439 -3.230
C -0.631 8.396 5.768
C 1.337 3.879 3.945
N 2.845 7.636 4.112
N -1.873 7.843 5.158
N 2.053 -0.470 -2.380
O 1.794 0.675 -2.687
H -2.186 4.546 2.522
O 2.763 8.845 4.080
H -6.082 1.465 3.640
H -0.622 8.094 6.810
H -2.599 3.067 1.711
H 1.807 -2.500 -2.854
H -5.068 0.440 4.700
O -2.927 8.197 5.639
O -6.606 -1.386 4.433
N 0.971 -7.271 -2.516
O -2.566 -1.527 4.669
H -4.776 0.468 2.937

Atoms 1-2, force components in eV/Å:
H -0.088 0.007 0.047
H -0.017 -0.061 -0.010

Results of the Mulliken charge analysis, in e, for atoms 1 through 8: atom 1 (H): 0.291, atom 2 (H): 0.279, atom 3 (H): 0.304, atom 4 (O): -0.596, atom 5 (H): 0.294, atom 6 (H): 0.314, atom 7 (N): 0.933, atom 8 (C): -0.637